29
Properties=species:S:1:pos:R:3:forces:R:3 method="wB97M-V/def2-TZVPD" energy_ev=-99304.539 homo_ev=-3.64 total_charge=-1 gap_ev=6.136 fmax_ev_per_a=0.9
Cu -1.242059 -1.124914 3.261124 -0.3991 -0.0437 -0.1897
Te -2.141259 -3.486414 3.961424 0.1693 0.7133 -0.2254
Te -4.164859 -2.674214 2.304524 0.0032 -0.1748 0.0312
Te -4.523259 -0.060714 2.873324 0.0749 0.1636 0.0665
Te -2.142959 1.079886 2.131024 0.0295 -0.6512 0.3326
O 1.469541 -1.596914 1.545224 0.0042 -0.2756 0.6185
S 1.825941 -1.221414 0.166224 -0.5128 0.5326 -0.5448
C 1.973041 0.583286 0.142824 0.2279 0.2487 -0.2927
C 1.266841 1.335786 1.069124 0.0222 -0.4895 0.0510
C 1.338341 2.711386 1.045224 0.3035 0.4364 -0.2714
C 2.146441 3.348586 0.104324 -0.0593 -0.2947 0.1332
C 2.878941 2.589986 -0.800776 0.0440 0.4307 -0.0672
C 2.795641 1.210886 -0.792176 -0.2168 -0.5500 0.3133
C 0.264841 -1.274414 -0.773076 0.0659 -0.0534 -0.1416
C 0.221441 -0.780714 -2.068676 0.1754 0.0232 0.1194
C -0.964559 -0.831614 -2.777476 -0.0487 -0.0036 -0.1515
C -2.098559 -1.393014 -2.201876 0.1677 -0.0726 0.0738
C -2.035459 -1.915414 -0.918376 -0.3243 -0.0002 -0.3214
C -0.855059 -1.856414 -0.202076 0.6028 -0.0715 0.2598
H 0.675641 0.824586 1.812324 -0.1170 -0.1081 0.1082
H 0.773841 3.295586 1.756624 -0.0754 -0.0037 0.0872
H 2.222741 4.427186 0.096924 -0.0171 0.0377 -0.0361
H 3.528141 3.085886 -1.511876 -0.0043 -0.0154 -0.0260
H 3.374241 0.612386 -1.484976 0.0286 0.0152 -0.0550
H 1.116641 -0.354914 -2.503576 -0.0269 0.0876 -0.1239
H -1.002159 -0.444014 -3.787676 -0.0078 0.0342 -0.0065
H -3.021559 -1.443414 -2.763276 -0.0439 0.0349 0.0020
H -2.912259 -2.367514 -0.472576 0.0785 0.0513 0.0669
H -0.768259 -2.279414 0.788224 -0.1444 -0.0013 0.1895



44
Properties=species:S:1:pos:R:3:forces:R:3 method="wB97M-V/def2-TZVPD" multiplicity=2 energy_ev=-77561.384 homo_ev="-6.00 / -6.00" e_above_lowest_ev=0.366 total_charge=-1 gap_ev="8.180 / 5.593" fmax_ev_per_a=1.1
Ir 1.149796 -0.492720 -0.402945 0.9549 0.2930 -0.0303
N -1.989000 2.256657 4.463026 -0.0062 -0.0217 -0.0314
C -2.155238 1.665297 3.209570 0.0272 -0.0548 0.0907
C -1.916069 0.297647 3.043284 -0.0195 0.0776 0.0071
C -2.030301 -0.273993 1.799131 -0.0611 -0.0001 -0.1183
C -2.383169 0.516278 0.706674 0.1008 -0.1528 0.1060
C -2.674911 1.858948 0.867564 0.0300 0.0656 0.0245
C -2.577770 2.427567 2.124835 -0.0228 0.0100 -0.1052
S -2.479844 -0.228163 -0.868787 -0.0779 0.1687 -0.1865
O -3.262348 -1.427740 -0.764648 0.0874 -0.0834 0.0176
O -2.865810 0.762836 -1.835039 0.0290 0.0469 0.0991
N -0.895929 -0.654271 -1.147235 0.4338 -0.8097 -0.6549
C -0.587992 -1.772232 -1.858239 0.0037 0.1765 0.1872
N -1.350164 -2.502018 -2.674720 0.1016 0.1154 0.0906
C -0.738490 -3.523573 -3.249641 0.1778 -0.0249 0.0104
C 0.613058 -3.851148 -3.078655 -0.1938 -0.0474 -0.1252
C 1.350340 -3.042164 -2.247713 -0.1679 0.0525 -0.0235
N 0.729732 -2.046487 -1.632375 -0.2781 -0.2393 0.1958
H -1.343366 1.751960 5.051452 0.0066 0.0215 0.0101
H -1.733289 3.231070 4.407510 0.0114 -0.0027 0.0113
H -1.581503 -0.298484 3.883231 -0.0019 0.0030 0.0114
H -1.817540 -1.325038 1.658437 0.0170 0.0060 -0.0027
H -2.950862 2.449041 0.004127 0.0009 0.0078 0.0067
H -2.768995 3.485211 2.259473 -0.0016 0.0034 -0.0115
H -1.357592 -4.120390 -3.912009 0.0183 -0.0226 0.0043
H 1.059808 -4.687927 -3.592240 -0.0082 0.0072 -0.0091
H 2.408085 -3.161554 -2.059888 -0.0230 -0.0049 0.0291
N 2.578903 2.524373 -1.244072 -0.0399 -0.1375 0.1320
C 2.619189 1.520214 -2.180314 0.1287 0.1166 0.1160
N 3.281248 1.594219 -3.315580 0.0093 -0.0809 -0.0622
N 3.124498 0.373747 -3.871185 0.0112 0.0810 -0.0380
N 2.415244 -0.388099 -3.127405 -0.1111 0.0202 0.0493
N 2.058443 0.324974 -2.025859 -0.1378 0.3188 0.0405
C 1.788971 2.478038 -0.122322 -0.1572 0.0177 -0.2909
N 1.582790 3.492272 0.682111 -0.0889 -0.0612 0.0547
N 0.721599 3.005047 1.617161 0.0803 0.1276 0.0070
N 0.426793 1.788532 1.386489 0.1254 -0.1150 0.0026
N 1.091438 1.401088 0.267757 -0.4072 0.2916 0.3785
H 3.000515 3.404751 -1.482090 -0.0142 0.0095 -0.0154
O 1.507808 -1.235959 3.271045 0.2205 0.0821 -0.0321
S 1.819234 -1.881462 2.032477 0.2207 -0.1627 0.2318
O 0.644423 -1.850530 1.074498 -0.5682 0.3291 0.1827
O 2.428298 -3.177884 2.080166 -0.0408 -0.0228 0.0430
S 3.059969 -0.667930 0.802942 -0.3693 -0.4048 -0.4026



38
Properties=species:S:1:pos:R:3:forces:R:3 method="wB97M-V/def2-TZVPD" multiplicity=5 energy_ev=-121789.057 homo_ev="-12.47 / -12.68" total_charge=+1 gap_ev="9.466 / 5.404" fmax_ev_per_a=0.7
Pd -0.483724 -0.074354 0.193428 -0.6430 -0.0887 -0.2665
O 0.803344 -3.483964 2.018552 -0.0273 0.0169 -0.0255
P 0.540105 -2.083579 1.375647 0.0577 -0.0149 -0.0858
O -0.495406 -1.224516 2.087005 0.3477 0.1070 -0.0804
O 0.105120 -2.227753 -0.081534 0.0058 0.0634 0.1311
O 1.968442 -1.352079 1.443481 -0.0622 -0.0616 -0.0547
P 2.317209 0.117391 0.781872 0.0510 -0.0590 -0.0158
O 1.428155 1.101778 1.698223 0.3205 0.0694 0.0892
O 3.747552 0.372581 0.818387 -0.0459 -0.0634 -0.0843
O 1.530537 0.138315 -0.552496 0.0501 0.2123 0.5709
H 1.483255 -3.521909 2.703555 -0.0089 0.0216 -0.0112
H 1.977137 1.585704 2.330196 -0.0355 -0.0235 0.0265
C -2.205016 -2.635045 -2.693325 0.1303 0.0374 -0.0270
N -0.817995 -2.256724 -2.940876 -0.0910 -0.2717 -0.0694
C -0.256654 -1.085093 -2.681937 -0.0048 0.2668 -0.0433
Se -1.168642 0.485053 -2.111485 -0.0112 -0.2777 -0.1700
N 1.051628 -1.143034 -2.884441 0.1683 -0.2138 -0.2157
C 1.387976 -2.443022 -3.259779 0.0904 0.3180 0.0461
C 2.608986 -3.031174 -3.563285 0.0207 -0.0230 -0.0127
C 2.568382 -4.366458 -3.904697 -0.0321 -0.0249 -0.0013
C 1.360873 -5.087570 -3.939860 0.0424 0.0092 0.0137
C 0.152696 -4.498048 -3.632071 0.0004 -0.0376 0.0189
C 0.199700 -3.151383 -3.294518 -0.3121 0.0021 0.0392
H -2.816987 -1.740171 -2.603864 -0.0022 0.0177 -0.0214
H -2.255237 -3.206687 -1.768454 -0.0156 -0.0152 0.0083
H -2.569539 -3.224122 -3.530435 -0.0085 -0.0180 -0.0008
H 1.694474 -0.416000 -2.598841 0.0114 0.0042 0.1865
H 3.537044 -2.477457 -3.528385 -0.0181 0.0007 -0.0028
H 3.490521 -4.874659 -4.150944 -0.0148 -0.0074 0.0088
H 1.382600 -6.134240 -4.210492 0.0083 0.0119 -0.0012
H -0.772703 -5.057260 -3.646816 0.0189 0.0083 -0.0123
N -1.746874 1.481681 1.299311 0.0256 -0.0624 -0.0884
C -2.130714 1.631956 2.370240 -0.1100 0.1624 0.5448
C -2.557428 1.815284 3.717917 0.0610 -0.0584 -0.3005
C -3.901916 1.580912 4.055481 0.0002 0.0092 -0.0147
N -5.009678 1.387611 4.318192 0.0590 0.0056 -0.0205
C -1.611241 2.200602 4.683857 -0.0038 -0.0128 0.0100
N -0.832234 2.513235 5.476909 -0.0228 -0.0100 -0.0679



29
Properties=species:S:1:pos:R:3:forces:R:3 method="wB97M-V/def2-TZVPD" multiplicity=6 energy_ev=-129713.719 homo_ev="-4.73 / -4.83" total_charge=-1 gap_ev="7.430 / 7.530" fmax_ev_per_a=2.5
C -1.078704 -1.015528 -2.382519 -0.9544 -0.0354 1.1083
C -1.169585 -2.034091 -1.387214 -0.8260 0.4854 -0.6865
C -1.958195 -1.521469 -0.315030 -0.7975 -0.7397 -0.1045
H -0.652271 -2.985088 -1.416292 -0.2000 0.0436 0.0495
C -2.327623 -0.191099 -0.629771 -0.4240 0.0810 -0.0872
C -1.779490 0.135151 -1.898396 0.2229 -1.0308 0.0043
H -1.846025 1.089382 -2.399313 -0.0493 -0.0069 0.0043
H -0.571166 -1.105253 -3.321406 0.2264 0.0660 -0.1899
H -2.067363 -2.003593 0.664970 -0.1539 0.2413 -0.5656
H -2.816377 0.520436 0.047502 0.1147 -0.5187 -0.3307
Sm 0.149218 -0.323999 -0.052302 1.7699 0.2717 -0.6584
Br 1.207549 -2.565769 1.234798 0.0333 -0.2785 0.1017
C 2.351184 1.038440 -0.227886 0.4990 0.0522 0.3833
C 1.494761 1.789720 -1.071254 -0.2292 -0.3427 -0.4098
C 1.279416 1.035201 -2.261952 0.8056 -0.5673 0.9220
H 0.987743 2.723071 -0.825853 0.3398 -0.1565 -0.0627
C 1.989409 -0.201759 -2.131707 -0.2005 1.2147 0.6203
C 2.657777 -0.183629 -0.876274 0.1168 0.0908 -0.1858
H 3.208137 -1.026574 -0.457013 -0.0977 0.4333 -0.1082
H 2.571283 1.269729 0.821827 0.0947 0.0040 -0.5946
H 0.674840 1.325942 -3.099583 -0.1666 0.0647 -0.1284
H 1.991755 -1.009650 -2.837437 0.0548 -0.1592 -0.1895
Cl -0.739935 -0.362269 5.234957 0.0830 -0.1126 0.5788
C -0.556335 0.972716 4.129467 -0.7488 0.2334 -1.0998
Cl 1.015662 1.789393 4.196990 -0.1703 -0.0730 0.6167
C -0.854481 0.472147 2.697277 -0.1224 -0.7032 -1.3830
O -1.912284 -0.135824 2.409688 1.8633 1.2805 1.0307
O 0.092725 0.788827 1.880059 -1.2792 0.1731 0.7303
H -1.341638 1.715440 4.273676 0.1956 -0.0110 0.6344



29
Properties=species:S:1:pos:R:3:forces:R:3 method="wB97M-V/def2-TZVPD" energy_ev=-91786.481 homo_ev=-8.74 e_above_lowest_ev=0.000 total_charge=0 gap_ev=9.310 fmax_ev_per_a=1.3 smiles="NNC(=O)c1ccc(COc2ccc(Br)cc2)o1"
N -5.572851 -2.273563 -0.476107 -0.1401 0.0392 -0.0404
N -4.387129 -1.520925 -0.380045 0.0351 -0.3639 -0.1642
C -4.421953 -0.175213 -0.219390 -0.0798 -0.5312 -0.2020
O -5.458116 0.462206 -0.295550 0.0848 0.2045 0.0831
C -3.112925 0.437364 0.038670 -0.0413 1.2651 0.1402
C -2.783845 1.759609 0.184120 -0.3878 -0.8401 -0.1115
C -1.394292 1.797328 0.423037 0.3163 -0.6404 0.0128
C -0.969078 0.499414 0.404271 0.3595 0.7757 0.0651
O -2.001755 -0.333059 0.169330 -0.0205 -0.3322 -0.0469
C 0.388191 -0.093204 0.596212 -0.1750 -0.3036 0.1756
H 0.373269 -1.137211 0.253987 0.0349 0.1026 0.0876
H 0.660074 -0.072579 1.663528 0.0085 -0.0568 -0.1942
O 1.306173 0.675437 -0.152591 -0.0807 0.1667 -0.1204
C 2.627618 0.361719 -0.090255 0.3561 -0.0186 -0.0064
C 3.166470 -0.696848 0.633991 -0.3885 0.0960 -0.0259
C 4.533522 -0.919859 0.623023 0.2610 0.1097 -0.1188
C 5.358889 -0.089423 -0.109817 0.2265 -0.1407 0.0739
C 4.837958 0.968376 -0.839375 0.0285 -0.0813 0.0608
C 3.478354 1.189925 -0.827050 -0.2594 -0.0940 0.1079
H 3.044891 2.004541 -1.384262 -0.0510 0.1097 -0.0771
H 5.491241 1.610802 -1.408965 0.0411 0.0431 -0.0399
Br 7.237543 -0.402369 -0.119433 -0.1840 0.0339 -0.0018
H 4.949430 -1.741520 1.185487 0.0321 -0.0463 0.0320
H 2.540288 -1.359011 1.210183 -0.0930 -0.0430 0.0429
H -0.784708 2.662301 0.580810 0.1947 0.1528 0.0333
H -3.462902 2.584486 0.126350 -0.2133 0.1196 -0.0286
H -3.551564 -2.052363 -0.186369 -0.1617 0.1600 0.1033
H -6.326132 -1.666909 -0.145665 0.2083 -0.1351 -0.0828
H -5.766660 -2.479448 -1.458116 0.0887 0.2486 0.2424



29
Properties=species:S:1:pos:R:3:forces:R:3 method="wB97M-V/def2-TZVPD" multiplicity=5 energy_ev=-85605.273 homo_ev="-2.45 / -2.46" e_above_lowest_ev=0.904 total_charge=-1 gap_ev="2.060 / 4.094" fmax_ev_per_a=6.2
C -1.748962 1.576742 -0.044646 0.2722 -0.6019 -0.4463
C -0.539114 2.214955 -0.401423 0.6827 0.4299 0.0440
C 0.314050 2.177100 0.726551 0.4220 -0.0936 -1.2978
H -0.310801 2.656314 -1.357202 0.0385 0.0472 -0.0171
C -0.354827 1.485297 1.760604 -1.1584 -0.5103 0.3120
C -1.633807 1.125499 1.281909 0.3127 0.0563 1.1148
H -2.367510 0.544721 1.815278 0.0381 -0.0499 0.0049
H -2.584542 1.397326 -0.699576 -0.0607 0.0065 -0.0259
H 1.323473 2.547342 0.766246 0.1281 0.0998 -0.0111
H 0.044720 1.260138 2.735360 0.0265 -0.0824 0.0018
Mn 0.000000 0.000000 0.000000 -0.4545 -0.9169 1.1081
Cl -1.303301 -1.690636 -0.641402 0.0782 0.4804 -0.5668
C 5.165797 -0.584175 -1.954144 -0.0071 -0.0076 0.0347
C 5.619325 -0.098645 -0.711576 -0.0093 -0.0104 -0.0099
C 5.657051 1.308380 -0.781222 -0.0356 0.0011 0.0536
H 5.891920 -0.701904 0.147902 -0.0219 0.0231 -0.0391
C 5.226736 1.692431 -2.066945 -0.0746 0.0727 0.0086
C 4.923349 0.522763 -2.791933 -0.0765 -0.0164 -0.0214
H 4.565395 0.481676 -3.815332 0.0288 0.0006 0.0269
H 5.026925 -1.626986 -2.219268 0.0069 0.0510 0.0167
H 5.963749 1.978219 0.015287 0.0091 -0.0191 -0.0277
H 5.144021 2.709844 -2.434308 0.0227 -0.0197 -0.0022
Cl 2.599216 -4.007640 1.351612 -0.1685 0.0328 0.1131
C 1.915485 -2.845888 2.514691 0.3869 -0.7168 0.4929
Cl 3.228072 -1.877777 3.232720 -0.2163 -0.0298 0.0294
C 0.933983 -1.951330 1.832175 -5.7218 2.4637 -0.4028
O -0.310721 -1.919817 2.245960 5.0687 -0.4342 -0.9323
O 1.315107 -1.165453 0.841925 0.0904 -0.7942 1.1959
H 1.409388 -3.411919 3.327473 0.3928 0.5380 -0.7569



30
Properties=species:S:1:pos:R:3:forces:R:3 method="wB97M-V/def2-TZVPD" energy_ev=-68968.910 homo_ev=-12.66 total_charge=+1 gap_ev=6.689 fmax_ev_per_a=12.3
C 5.053636 -0.118149 0.669220 -0.4520 0.0089 0.2839
C 3.834641 -0.585517 -0.334083 -0.8626 0.6324 -0.0593
C 2.502351 0.340970 0.067071 -1.3095 -0.8885 1.4162
O 1.752642 -0.101077 1.083090 3.5707 2.9790 -4.0517
O 2.212186 1.591909 -0.705810 0.3457 -4.3881 1.8440
C 0.997519 1.310827 -1.541739 -0.9732 0.5352 -0.0598
C -0.298100 1.701814 -0.621718 -0.6079 0.0145 0.3678
C -1.484354 0.577561 -0.555330 -1.4228 -3.1132 -0.9845
C -1.577199 -0.680775 -1.340856 -0.2881 2.3247 1.7813
C -2.807207 -1.798329 -1.172270 -0.4186 -4.3890 -1.4347
O -2.779537 -3.023788 -1.742128 0.1537 8.0838 3.4710
C -4.099826 -1.410938 -0.230827 1.2177 3.6490 1.5574
C -4.025307 -0.138665 0.558765 0.2336 -3.2911 -2.6692
O -5.216653 0.218538 1.390828 2.5151 -4.4491 2.0846
C -5.270146 -0.894981 2.390216 0.3684 -4.8106 5.1875
N -5.243744 -1.849922 3.297129 -0.3159 8.8545 -8.4599
C -2.730410 0.877477 0.513440 0.0559 4.4187 2.8871
O -2.690410 1.971951 1.303319 -0.2075 -6.9907 -4.9771
H 4.630333 0.680042 1.444506 0.9951 -1.3785 -1.5546
H 5.919231 0.380357 0.050326 -1.7122 -1.1049 1.5070
H 5.392389 -1.041639 1.308132 -0.3697 1.8719 -1.4651
H 4.109025 -0.460590 -1.465921 -0.5925 0.0238 2.3067
H 3.538517 -1.707278 -0.157214 0.4152 2.3474 -0.1887
H 1.053539 2.059427 -2.467670 0.1386 -1.9604 2.0724
H 1.081693 0.184503 -1.843936 -0.5446 2.2286 0.2331
H 0.104363 1.937759 0.475346 -1.0967 -0.7106 -2.4208
H -0.764919 2.717946 -1.004061 0.8619 -2.1830 0.7306
H -0.759725 -0.942366 -2.135918 -1.8387 0.3640 1.6806
H -5.064381 -2.106922 -0.151762 2.5255 1.5537 -0.3100
Cu 2.629854 0.309854 2.919854 -0.3845 -0.2323 -0.7758



27
Properties=species:S:1:pos:R:3:forces:R:3 method="wB97M-V/def2-TZVPD" energy_ev=-24986.363 homo_ev=-5.39 e_above_lowest_ev=4.119 total_charge=0 gap_ev=4.684 fmax_ev_per_a=4.4
Mg -0.901099 0.251251 -1.126411 -1.2180 0.3874 -1.7032
C -0.503031 0.564077 -4.069341 1.8458 0.0307 -3.9728
H -0.072604 0.165882 -3.076319 -1.0863 0.6920 -0.9777
H -0.489888 -0.287644 -4.832798 0.3558 0.5700 1.0744
H 0.148873 1.375625 -4.543638 -0.1511 -0.9722 0.8826
H -1.792851 0.942330 -4.282126 2.4281 -0.7020 1.5669
H -2.353145 0.910978 -3.535069 -2.6391 0.0492 2.0216
F 0.075027 4.671045 1.830331 0.2703 -0.6701 0.4709
C 0.145387 3.315743 1.690946 -0.3900 1.1928 -0.9309
C -0.229943 2.814067 0.448565 0.4860 -0.0571 1.3741
C -0.205035 1.452468 0.353496 0.0286 -2.0002 -1.4059
C 0.233833 0.521815 1.314498 0.2974 1.1687 1.6198
C 0.591937 1.160897 2.545035 -0.2743 -1.4567 0.0472
F 0.926687 0.407070 3.652907 -0.0166 0.4021 -0.6798
C 0.536514 2.524825 2.759546 -0.1296 0.0504 -0.7131
C 0.271959 -0.981366 1.040475 -0.4201 -0.1004 -0.4843
C 0.684888 -1.972069 1.929182 0.0622 0.5738 0.2184
C 0.696739 -3.318762 1.543463 0.0167 1.8202 0.6700
C 0.320831 -3.664374 0.264695 -0.1238 0.0997 -0.3206
C -0.112113 -2.675985 -0.611698 0.7207 0.8175 2.7506
N -0.162891 -1.390273 -0.183297 0.2029 -0.2232 -0.6118
H -0.516749 3.417502 -0.404689 -0.0650 0.2623 0.3843
H 0.771793 2.979075 3.703066 0.1094 -0.0878 0.2616
H 0.970735 -1.589424 2.906809 0.0877 -0.7073 -0.1045
H 1.013086 -4.004308 2.302973 0.0768 -0.6246 -0.0481
H 0.353731 -4.690216 -0.021929 -0.0299 -0.5022 -0.3725
H -0.402681 -2.900225 -1.598673 -0.4446 -0.0129 -1.0172